No. 1
The molecule C4H5NO. Source: the Open Molecules 2025 dataset; level of theory: wB97M-V/def2-TZVPD.

Output
- HOMO level (eV) = -8.293
- HOMO-LUMO gap (hartree) = 0.319
- energy relative to the best compared isomer or geometry (same formula, charge and spin) (eV) = 4.4378
- max |F| (eV Å⁻¹) = 1.19
- electronic energy (Eh) = -285.2515

The geometry in ORCA input format:
```
! RIJCOSX wB97M-V def2-TZVPD def2/J DEFGRID3
* xyz 0 1
N 1.8502 0.3022 0.0501
C 0.4504 -0.0374 -0.0232
C -0.3596 1.0134 0.2645
C -1.6635 0.3721 0.1210
C -1.4707 -0.9458 -0.2215
O -0.1166 -1.2515 -0.3239
H 2.3990 -0.1440 0.7988
H 2.3808 0.2840 -0.8325
H 1.3151 1.3706 0.3363
H -2.6492 0.8171 0.2529
H -2.1360 -1.7807 -0.4225
*
```

No. 2
A cluster of 2 separate species, CH2F2N2O in total. Source: the Open Molecules 2025 dataset; level of theory: wB97M-V/def2-TZVPD.

Output
- HOMO level (eV) = -9.755
- HOMO-LUMO gap (hartree) = 0.368
- energy relative to the best compared isomer or geometry (same formula, charge and spin) (eV) = 2.7912
- max |F| (eV Å⁻¹) = 3.26
- electronic energy (Eh) = -423.6181

The geometry in ORCA input format:
```
! RIJCOSX wB97M-V def2-TZVPD def2/J DEFGRID3
* xyz 0 1
C -1.6749 0.6539 0.6183
N 0.4204 -0.8839 -0.0805
N 1.3296 0.0613 -0.1399
O 0.9146 -2.0261 -0.0746
F -2.7896 -0.0416 0.5074
F -1.6554 1.4212 -0.4568
H 1.1168 1.1118 -0.3687
H 2.3386 -0.2966 -0.0052
*
```

No. 3
A cluster of 2 separate species, C5H13NO in total. Source: the Open Molecules 2025 dataset; level of theory: wB97M-V/def2-TZVPD.

Output
- HOMO level (eV) = -10.048
- HOMO-LUMO gap (hartree) = 0.400
- energy relative to the best compared isomer or geometry (same formula, charge and spin) (eV) = 0.6517
- max |F| (eV Å⁻¹) = 2.84
- SMILES string = CC(N)=O.CCC
- electronic energy (Eh) = -328.2949

The geometry in ORCA input format:
```
! RIJCOSX wB97M-V def2-TZVPD def2/J DEFGRID3
* xyz 0 1
C -1.2710 0.4174 -1.0603
C -1.0403 1.5261 -0.0255
C -0.6224 0.5322 -2.4336
H -0.9458 -0.5312 -0.6290
H -2.3511 0.2363 -1.1210
H -0.7240 2.4571 -0.5105
H -0.4676 -0.5025 -2.7429
H -1.0545 1.1452 -3.2221
H -0.2889 1.2761 0.7186
H -1.9620 1.8821 0.4405
H 0.3925 0.9477 -2.3628
C 0.3931 -1.7917 1.3535
C 1.5787 -0.9615 0.9799
O 2.1776 -1.0668 -0.0554
N 2.0076 -0.0772 1.9720
H -0.5857 -1.4207 1.6301
H 0.7335 -2.3859 2.2253
H 2.4693 0.7072 1.5484
H 1.3101 0.2527 2.6096
H 0.2509 -2.6428 0.6850
*
```

No. 4
The molecule C3H5N3O. Source: the Open Molecules 2025 dataset; level of theory: wB97M-V/def2-TZVPD.

Output
- HOMO level (eV) = -7.637
- HOMO-LUMO gap (hartree) = 0.308
- energy relative to the best compared isomer or geometry (same formula, charge and spin) (eV) = 0.5872
- max |F| (eV Å⁻¹) = 0.31
- SMILES string = Nc1nc(O)c[nH]1
- electronic energy (Eh) = -356.8358

The geometry in ORCA input format:
```
! RIJCOSX wB97M-V def2-TZVPD def2/J DEFGRID3
* xyz 0 1
N -1.8952 -0.6487 0.9558
C -0.6938 -0.2585 0.3703
N 0.4125 -0.9708 0.3470
C 1.3252 -0.1682 -0.2918
O 2.5918 -0.5638 -0.5635
C 0.7955 1.0325 -0.6423
N -0.5306 0.9553 -0.2114
H -2.1364 -1.6122 0.7619
H -2.6683 -0.0329 0.7452
H 2.8240 -1.2820 0.0370
H 1.2077 1.8897 -1.1453
H -1.2323 1.6596 -0.3630
*
```

No. 5
A cluster of 13 separate species, C24H80N6O13 in total. Source: the Open Molecules 2025 dataset; level of theory: wB97M-V/def2-TZVPD.

Output
- HOMO level (eV) = -9.062
- HOMO-LUMO gap (hartree) = 0.332
- energy relative to the best compared isomer or geometry (same formula, charge and spin) (eV) = 0.8703
- max |F| (eV Å⁻¹) = 2.50
- electronic energy (Eh) = -2268.9066

The geometry in ORCA input format:
```
! RIJCOSX wB97M-V def2-TZVPD def2/J DEFGRID3
* xyz 0 1
C -6.6668 -3.6271 5.2528
C -6.3072 -2.2100 5.6730
C -5.8776 -1.3679 4.4999
O -4.9012 -2.0520 3.7167
C -4.3777 -1.2397 2.7437
N -7.5543 -1.6070 6.2325
H -7.5258 -3.6417 4.5809
H -6.7341 -4.2523 6.1398
H -5.8867 -4.0429 4.6023
H -5.4498 -2.3046 6.3579
H -5.5206 -0.3699 4.8248
H -6.7564 -1.1304 3.8641
H -3.8499 -1.8395 2.0051
H -3.6181 -0.5509 3.1448
H -5.2024 -0.6785 2.2921
H -7.7884 -2.2088 7.0334
H -7.3857 -0.7082 6.6915
C -2.2392 -0.8633 -0.6533
C -0.9063 -0.4264 -1.2056
C -0.4888 0.9355 -0.7391
O 0.7112 1.3322 -1.3485
C 1.0365 2.6524 -1.0407
N 0.1129 -1.4469 -0.7532
H -3.0608 -0.2424 -1.0144
H -2.1582 -0.7866 0.4393
H -2.4835 -1.8948 -0.8955
H -0.8525 -0.5084 -2.2915
H -0.4059 0.9553 0.3636
H -1.2886 1.6578 -1.0064
H 1.8380 2.9471 -1.7189
H 1.3756 2.9314 -0.0290
H 0.1678 3.2994 -1.2559
H -0.1565 -2.0584 0.0338
H 0.9137 -0.9465 -0.3644
C 1.7678 5.2719 4.2145
C 0.9830 5.4758 2.9462
C -0.5228 5.4765 3.2098
O -1.3143 5.2807 2.0513
C -1.3857 3.9556 1.6477
N 1.4671 6.6994 2.2678
H 1.6317 4.2639 4.6077
H 1.5014 6.0659 4.9083
H 2.8261 5.2826 3.9503
H 1.1204 4.6309 2.2573
H -0.9033 6.4007 3.6590
H -0.6951 4.6802 3.9643
H -2.1811 3.4237 2.1718
H -0.4491 3.4148 1.7996
H -1.5550 4.0284 0.5753
H 1.3942 7.4748 2.9386
H 0.7481 6.9882 1.5931
C -4.6368 -7.1927 -2.4981
C -4.5559 -5.7976 -3.1094
C -3.3150 -5.1112 -2.6865
O -3.1256 -5.1483 -1.3155
C -1.7971 -4.7672 -0.9881
N -4.5970 -5.9156 -4.5765
H -3.8351 -7.8712 -2.7882
H -5.5890 -7.6089 -2.8431
H -4.6712 -7.1314 -1.4110
H -5.4346 -5.2612 -2.7482
H -3.3272 -4.0661 -3.0561
H -2.4531 -5.5640 -3.2113
H -1.0776 -5.4778 -1.4250
H -1.6965 -4.7550 0.0920
H -1.6056 -3.7874 -1.4468
H -4.2209 -5.0635 -5.0073
H -3.9562 -6.6351 -4.9053
C 6.7973 -4.9336 -1.0150
C 6.7221 -3.4231 -1.0034
C 5.5815 -2.8984 -0.1815
O 5.5419 -1.5049 -0.0304
C 5.2836 -0.8186 -1.2010
N 8.0413 -2.8373 -0.5674
H 7.6772 -5.2754 -1.5489
H 5.8713 -5.3592 -1.4125
H 6.8744 -5.3469 0.0051
H 6.6918 -3.0989 -2.0524
H 5.6357 -3.3566 0.8184
H 4.6228 -3.2999 -0.5686
H 5.6398 -1.3489 -2.0843
H 5.7200 0.1804 -1.1558
H 4.2185 -0.6140 -1.3737
H 8.0027 -1.8304 -0.7169
H 8.1027 -2.9184 0.4546
C 5.5581 2.8330 -0.0879
C 5.7280 4.1961 0.5735
C 5.0383 5.3143 -0.1797
O 3.6543 5.0894 -0.2677
C 2.9507 6.1171 -0.9377
N 5.3576 4.1498 2.0136
H 5.9847 2.0650 0.5703
H 6.2229 2.7558 -0.9590
H 4.5753 2.5255 -0.4365
H 6.8180 4.3236 0.5417
H 5.4795 5.4744 -1.1815
H 5.2582 6.2546 0.3636
H 1.9189 5.7724 -0.8196
H 3.1900 6.0932 -2.0066
H 3.0415 7.0994 -0.4749
H 4.3555 3.8997 2.0170
H 5.3450 5.0972 2.3935
O -0.0266 -2.8958 1.7916
H 0.4875 -3.6762 2.0438
H -0.9232 -3.0762 2.1123
O 1.2901 -2.3641 -3.3584
H 0.9531 -1.5943 -3.8527
H 1.1207 -2.1337 -2.4133
O -4.3893 -0.4362 -3.3627
H -4.3894 -1.3434 -3.0268
H -4.9679 0.0512 -2.7629
O -1.7440 2.9176 -3.8069
H -2.2663 3.2097 -3.0533
H -1.0571 3.5937 -3.8876
O -0.7258 5.3831 -2.8587
H -0.7770 5.9064 -2.0470
H -0.6934 6.0409 -3.5677
O 0.0191 0.1597 -4.7193
H 0.4051 0.5374 -5.5189
H -0.8616 0.5662 -4.6612
O -1.7569 -2.3370 -3.9660
H -0.9260 -2.8256 -3.8174
H -1.5238 -1.4260 -3.7687
*
```

No. 6
A structure of composition C28H29BrFN8O3SSr. Source: the Open Molecules 2025 dataset; level of theory: wB97M-V/def2-TZVPD.

Output
- HOMO level (eV) = -8.642
- HOMO-LUMO gap (hartree) = 0.199
- energy relative to the best compared isomer or geometry (same formula, charge and spin) (eV) = 0.4626
- max |F| (eV Å⁻¹) = 0.92
- electronic energy (Eh) = -4850.8631

The geometry in ORCA input format:
```
! RIJCOSX wB97M-V def2-TZVPD def2/J DEFGRID3
* xyz 1 1
Sr 2.4673 1.0841 -1.8064
N 2.8824 5.2631 0.8166
C 2.7164 4.2436 -0.0576
S 3.4282 2.7460 0.3991
N 1.9424 4.5462 -1.0855
N 1.6842 3.5538 -1.9391
C 0.9237 3.8474 -2.9310
C 0.5594 2.8883 -3.9518
C -0.2889 3.2949 -4.9864
C -0.6400 2.3914 -5.9726
C -0.1483 1.0951 -5.9041
C 0.6793 0.7691 -4.8437
N 1.0382 1.6347 -3.9013
H 3.5273 5.1463 1.5757
H 2.5598 6.1784 0.5549
H 0.5199 4.8542 -3.0323
H -0.6561 4.3116 -5.0062
H -1.2899 2.6916 -6.7838
H -0.3983 0.3523 -6.6475
H 1.0775 -0.2331 -4.7274
C 0.2892 -4.8345 2.7842
C -0.4528 -4.6476 1.4677
N -0.3120 -3.2943 0.9395
C 0.6813 -3.0532 0.0289
C 0.9709 -1.8383 -0.4741
C 2.0923 -1.5217 -1.4546
O 1.8353 -1.5663 -2.6650
O 3.1101 -1.0144 -0.9242
C 0.2074 -0.6844 -0.0794
O 0.3983 0.4561 -0.5246
C -0.8401 -0.9521 0.9109
C -1.6118 0.1173 1.3648
C -2.5924 -0.0906 2.2914
F -3.3679 0.9478 2.6782
C -2.8215 -1.3581 2.8385
C -2.0525 -2.4175 2.3949
C -1.0664 -2.2476 1.4090
N -3.8076 -1.6042 3.8329
C -4.1492 -0.5541 4.7821
C -4.9810 -1.1961 5.9087
N -4.7379 -2.6716 5.8802
C -5.3274 -3.2899 4.6460
C -4.9820 -2.3748 3.4585
H 0.1561 -5.8517 3.1518
H -0.0648 -4.1396 3.5466
H 1.3555 -4.6600 2.6445
H -1.5127 -4.8832 1.5646
H -0.0576 -5.3302 0.7170
H 1.2422 -3.9272 -0.2752
H -1.4275 1.1027 0.9572
H -2.2127 -3.3845 2.8513
H -4.7338 0.2593 4.3459
H -3.2272 -0.1271 5.1765
H -6.0502 -1.0524 5.7633
H -4.7095 -0.8090 6.8880
H -5.1024 -3.1239 6.7185
H -3.7250 -2.8145 5.8418
H -6.4000 -3.3898 4.7999
H -4.8887 -4.2803 4.5399
H -5.8311 -1.7233 3.2153
H -4.7700 -2.9750 2.5776
Br 5.3195 2.7447 -7.2669
C 5.4930 2.6977 -5.3875
C 6.6017 3.2410 -4.7623
C 6.6626 3.1803 -3.3798
C 5.6220 2.5849 -2.6852
N 4.5604 2.0575 -3.2965
C 4.4963 2.1142 -4.6240
H 7.3908 3.6993 -5.3420
H 7.5048 3.5944 -2.8448
H 5.6202 2.5417 -1.6026
H 3.6213 1.6849 -5.0971
*
```